No. 1
ORCA calculation (wB97M-V/def2-TZVPD) on a 2-piece molecular cluster, C6H12O overall.

```
19
Properties=species:S:1:pos:R:3
C 0.62 0.79 -2.30
C 1.05 0.01 -1.06
C -0.13 -0.57 -0.30
C 0.15 -1.20 1.04
C 0.53 -0.08 2.00
C -0.87 -0.39 1.68
O -1.95 0.99 0.72
H 0.02 0.17 -2.97
H 0.01 1.66 -2.02
H 1.49 1.16 -2.86
H 1.62 0.68 -0.40
H 1.76 -0.78 -1.35
H -0.77 -1.23 -0.89
H -1.24 0.55 0.03
H 0.39 -2.24 1.24
H 1.02 0.81 1.61
H 0.82 -0.35 3.02
H -1.71 -0.57 2.33
H -2.82 0.60 0.49
```

Computed properties:
Molecular weight (g/mol): 100.16
2S+1: 1
Energy relative to the best compared isomer or geometry (same formula, charge and spin) (kcal/mol): 135.3
Maximum force (eV/A): 0.4
Energy (eV): -8458.486

=====

No. 2
ORCA calculation (wB97M-V/def2-TZVPD) on C8H17GaNO3S as an isolated structure at a distorted geometry.

```
31
Properties=species:S:1:pos:R:3
C 3.31 1.19 0.83
C 3.97 0.30 -0.28
O 3.22 -0.85 -0.57
C 2.04 -0.56 -1.27
C 1.03 -1.72 -1.04
O 1.06 -2.17 0.28
Ga -0.33 -1.53 1.35
C -1.54 -0.18 0.42
S -2.66 0.66 1.57
C -3.40 2.08 0.69
C -3.49 1.95 -0.84
O -1.41 -3.08 1.82
C -2.10 -3.44 0.80
N -2.76 -3.60 -0.14
H 3.99 1.34 1.66
H 2.37 0.74 1.14
H 3.08 2.17 0.39
H 4.20 0.90 -1.17
H 4.92 -0.04 0.14
H 1.54 0.36 -0.92
H 2.23 -0.44 -2.35
H 0.03 -1.46 -1.42
H 1.39 -2.56 -1.68
H 0.32 -0.96 2.70
H -2.16 -0.74 -0.29
H -0.97 0.58 -0.13
H -4.42 2.18 1.06
H -2.90 3.02 0.97
H -2.71 1.32 -1.28
H -4.45 1.57 -1.18
H -3.37 2.94 -1.29
```

Computed properties:
Molecular weight (g/mol): 277.02
2S+1: 1
Energy relative to the best compared isomer or geometry (same formula, charge and spin) (kcal/mol): 0.0
Maximum force (eV/A): 1.5
Energy (eV): -79416.897
Net charge: -1

=====

No. 3
ORCA calculation (wB97M-V/def2-TZVPD) on a 2-piece molecular cluster, C5H11NO overall at a distorted geometry.

```
18
Properties=species:S:1:pos:R:3
C -1.76 0.02 2.21
C -1.51 -1.01 1.44
C -1.02 -0.85 0.04
C 0.02 -1.59 -0.45
N 0.81 -1.15 -1.48
C -0.03 -0.64 -2.74
H -1.64 0.04 3.31
H -1.55 0.85 1.55
H -1.02 -1.82 2.02
H -1.51 -0.09 -0.54
H -0.09 -2.60 -0.05
H 1.50 -0.49 -1.36
H -0.94 -1.11 -2.52
H -0.23 0.47 -2.80
H 0.56 -0.91 -3.63
O 2.61 3.87 1.42
H 3.20 3.16 1.20
H 2.58 3.83 2.37
```

Computed properties:
Molecular weight (g/mol): 101.15
2S+1: 1
Energy relative to the best compared isomer or geometry (same formula, charge and spin) (kcal/mol): 108.7
Maximum force (eV/A): 5.1
Energy (eV): -8896.983
SMILES: C=C/C=C/NC.O